# 1
44
Properties=species:S:1:pos:R:3:forces:R:3 method="wB97M-V/def2-TZVPD" multiplicity=1 e_lumo_ev=-1.5 max_force_ev_per_a=0.31 gap_ev=6.3 energy_ha=-3891.88226 e_above_lowest_kcal_mol=0.00 homo_ev=-7.760
Au -1.16627 -0.69546 -0.86264 0.046 0.065 0.085
C -3.32316 2.50894 -4.59845 -0.014 -0.002 -0.009
C -2.17199 2.34324 -3.65149 0.028 -0.018 0.016
C -1.15105 3.27948 -3.53121 0.025 -0.034 0.040
C -0.10276 3.06880 -2.65098 -0.031 0.026 -0.051
C -0.09781 1.91552 -1.89078 0.018 0.025 -0.035
Br 1.31383 1.56695 -0.70934 -0.029 -0.015 0.012
N -1.08260 1.02129 -1.98101 0.061 -0.005 0.015
C -2.08830 1.22476 -2.84383 -0.019 0.027 -0.055
H -3.48424 3.55955 -4.83416 -0.004 -0.001 0.002
H -4.23965 2.10662 -4.16762 0.007 0.010 0.001
H -3.13201 1.97995 -5.53342 0.011 0.003 -0.001
H -1.17345 4.18233 -4.12885 0.005 0.000 -0.001
H 0.70454 3.77790 -2.54828 -0.004 0.005 -0.007
H -2.85403 0.45987 -2.86474 -0.018 0.020 0.016
O -2.30639 -7.21107 0.69148 0.070 -0.031 0.024
C -1.44041 -6.59415 1.33057 -0.176 0.021 -0.129
O -0.68692 -6.89188 2.26190 0.052 0.014 0.064
C -1.33594 -5.14184 0.86176 0.035 0.044 0.029
C -1.72297 -4.09550 1.70163 0.001 -0.029 0.025
C -1.68761 -2.79971 1.25563 -0.011 0.003 -0.017
N -1.26037 -2.49376 0.01856 0.041 -0.064 0.111
C -0.84427 -3.48972 -0.80524 0.135 0.017 -0.033
C -0.88566 -4.80154 -0.41727 -0.017 -0.038 -0.017
C -0.31801 -3.07618 -2.16799 -0.305 0.037 -0.007
O 0.03824 -3.89504 -2.97207 0.115 -0.029 0.031
O -0.32815 -1.77706 -2.37639 0.075 0.004 -0.120
H -2.04969 -4.30670 2.71065 0.021 0.002 0.002
H -1.99077 -1.98265 1.89067 -0.009 -0.011 -0.006
H -0.57036 -5.55459 -1.12663 -0.006 -0.006 0.011
C -2.08757 0.43741 0.59586 -0.150 0.013 0.004
C -3.36989 0.95724 0.02728 0.007 0.018 0.067
C -3.52958 2.31430 -0.24552 0.001 0.017 0.026
C -4.69380 2.79198 -0.83136 -0.006 -0.021 0.006
C -5.71701 1.91328 -1.15913 0.036 0.008 0.008
C -5.57247 0.55883 -0.88391 -0.046 -0.015 -0.033
C -4.41130 0.08538 -0.29387 -0.008 0.002 -0.011
H -2.25406 -0.18363 1.47094 -0.011 -0.004 -0.019
H -1.42430 1.25596 0.87598 0.073 -0.045 -0.038
H -2.73207 3.00416 0.01100 -0.003 -0.002 -0.011
H -4.80473 3.85171 -1.02428 0.005 -0.004 -0.006
H -6.62642 2.28077 -1.61571 -0.006 0.002 0.001
H -6.37076 -0.12958 -1.12954 0.008 -0.008 0.014
H -4.30597 -0.97406 -0.08434 -0.006 0.002 -0.004


# 2
61
Properties=species:S:1:pos:R:3:forces:R:3 method="wB97M-V/def2-TZVPD" s2=2.020 multiplicity=3 e_lumo_ev="0.2 / 0.2" max_force_ev_per_a=1.37 gap_ev="7.6 / 7.7" energy_ha=-4649.89933 e_above_lowest_kcal_mol=17.24 homo_ev="-7.461 / -7.516"
V -0.24344 1.12798 -0.40409 1.078 -0.018 0.089
N -1.71749 2.66812 -4.27640 -0.144 -0.012 0.063
C -1.23501 1.99751 -3.18090 0.093 0.152 -0.136
S -1.80693 2.55203 -1.62334 -0.023 -0.062 -0.252
N -0.42793 1.01947 -3.43907 0.038 -0.208 0.952
N 0.03417 0.31974 -2.28417 -0.276 0.273 -1.313
C 0.65437 -0.74717 -2.63261 0.212 -0.173 0.228
C 1.29466 -1.70181 -1.75831 -0.124 0.038 -0.375
C 1.68805 -2.92945 -2.31272 0.032 -0.049 0.029
C 2.34680 -3.87646 -1.56295 -0.009 0.096 0.094
C 2.65347 -3.57208 -0.22881 -0.004 -0.027 -0.025
C 2.29628 -2.36606 0.33131 -0.008 -0.131 -0.072
C 1.58879 -1.40043 -0.41546 -0.032 0.232 0.199
O 1.25720 -0.26345 0.13048 -0.401 0.117 -0.146
H -2.07961 3.59288 -4.12489 0.031 -0.009 0.030
H -1.21106 2.51430 -5.13304 0.008 0.009 -0.005
H 0.68442 -0.93735 -3.70355 0.041 -0.069 0.012
H 1.46143 -3.11985 -3.35664 0.009 -0.003 0.011
H 2.63819 -4.82260 -1.99701 0.007 -0.002 0.013
H 3.18988 -4.29513 0.37481 -0.002 -0.001 -0.014
H 2.55233 -2.13237 1.35726 0.006 -0.023 -0.015
C -3.80178 0.07407 0.10251 -0.033 -0.013 -0.106
P -2.15091 -0.41512 -0.51570 -0.496 -0.513 -0.079
C -2.61843 -1.09301 -2.13688 -0.073 -0.056 -0.016
C -1.75327 -1.87227 0.51161 0.059 0.083 0.043
C -2.10619 -3.18773 0.23629 -0.014 -0.017 -0.009
C -1.70901 -4.20765 1.08989 0.029 0.053 0.030
C -0.96534 -3.91470 2.22552 -0.004 -0.003 -0.023
C -0.60655 -2.60416 2.50705 -0.002 0.030 -0.007
C -0.99315 -1.58016 1.65112 0.028 -0.006 -0.097
P -0.51448 0.16573 1.84676 -0.285 -0.054 0.528
C 0.92490 0.18827 2.94705 0.059 -0.002 0.093
C -1.76666 0.84748 3.02545 0.025 -0.085 0.055
H -4.51188 -0.72518 -0.11300 -0.020 0.012 0.009
H -4.11442 0.98667 -0.40539 0.029 -0.009 -0.018
H -3.79942 0.24486 1.17290 0.075 0.033 0.132
H -3.50227 -1.72390 -2.03449 -0.003 0.006 -0.027
H -1.80695 -1.67031 -2.57335 0.027 -0.007 0.035
H -2.85002 -0.26207 -2.80293 0.002 0.017 0.005
H -2.67632 -3.42559 -0.65339 0.005 -0.002 0.007
H -1.97064 -5.23320 0.86418 -0.003 0.004 0.000
H -0.64628 -4.71182 2.88449 -0.006 -0.002 -0.006
H -0.00282 -2.38892 3.38038 -0.013 -0.017 -0.005
H 1.76208 -0.33453 2.49793 -0.020 0.010 -0.003
H 0.65445 -0.24887 3.90976 0.046 0.004 0.014
H 1.20200 1.23019 3.11382 0.025 0.011 -0.028
H -2.21257 0.04500 3.61400 -0.007 0.012 0.011
H -2.55525 1.39991 2.52183 -0.061 -0.015 -0.101
H -1.27010 1.54056 3.70503 0.021 -0.011 -0.022
Cl 4.01553 6.23498 2.46144 -0.076 -0.108 -0.091
C 3.20233 5.05767 1.46086 0.126 0.086 0.033
C 1.91817 4.66316 1.77353 -0.064 -0.019 0.008
C 1.32712 3.72859 0.94666 -0.359 0.046 0.259
Cl -0.32145 3.18794 1.27187 0.253 0.336 0.145
C 1.91598 3.14019 -0.17427 -0.316 -0.404 -0.435
O 1.30890 2.25177 -0.90227 0.286 0.370 0.305
C 3.22076 3.59489 -0.44266 0.248 0.051 -0.077
Cl 4.04969 2.94390 -1.81917 -0.083 0.035 0.107
C 3.85265 4.52803 0.35463 0.082 0.030 -0.031
H 1.39466 5.07514 2.62455 -0.004 -0.013 -0.011
H 4.85831 4.84238 0.11249 -0.012 -0.002 0.005


# 3
13
Properties=species:S:1:pos:R:3:forces:R:3 method="wB97M-V/def2-TZVPD" multiplicity=1 e_lumo_ev=1.1 max_force_ev_per_a=2.70 gap_ev=10.4 energy_ha=-282.65721 e_above_lowest_kcal_mol=73.44 homo_ev=-9.300
C 1.70880 0.95257 0.20360 0.723 -1.111 -0.098
C -1.75958 -0.48483 -0.22306 2.275 0.240 0.805
C -0.61183 0.26246 0.52055 0.147 -1.632 0.791
N 2.51013 -0.03703 -0.16263 0.483 1.006 0.215
N 1.38710 -0.76905 -0.58318 -0.621 0.574 2.566
N 0.57273 0.37875 -0.32917 -1.374 0.885 -0.356
H 1.78213 1.81225 0.88680 0.255 -0.545 -0.655
H -2.58023 -0.69055 0.48844 0.186 0.194 -0.867
H -1.25674 -1.41971 -0.57327 -0.892 0.473 0.173
H -1.91309 0.18038 -1.06952 -0.978 -0.370 -0.148
H -0.28905 -0.26747 1.44434 -0.391 -0.082 -0.386
H -0.88572 1.24401 0.87821 -0.142 0.509 -0.361
H 1.33535 -1.16178 -1.48112 0.329 -0.140 -1.680


# 4
103
Properties=species:S:1:pos:R:3:forces:R:3 method="wB97M-V/def2-TZVPD" multiplicity=1 e_lumo_ev=0.5 max_force_ev_per_a=0.57 gap_ev=7.3 energy_ha=-3283.74578 e_above_lowest_kcal_mol=1.18 homo_ev=-6.822
Ba -0.01224 -0.41352 0.63229 0.252 0.252 0.451
N -0.05923 -3.13365 1.96549 -0.017 0.126 -0.114
C 1.21102 -3.85531 1.87441 -0.006 -0.041 0.002
C 2.38528 -2.94232 2.21186 0.022 0.009 0.038
N 2.52230 -1.80085 1.32451 -0.108 -0.036 -0.070
C 3.46059 -1.91555 0.22340 0.009 -0.006 -0.006
C 2.80212 -2.44924 -1.04415 -0.023 0.039 0.015
N 1.75223 -1.53066 -1.50705 -0.014 -0.144 -0.040
H -0.80827 -3.66933 1.54127 -0.022 0.047 0.010
H -0.31444 -2.95259 2.93018 0.021 -0.003 0.011
H 1.25251 -4.72937 2.53751 0.004 -0.007 -0.011
H 1.30619 -4.22624 0.85261 0.006 -0.001 0.004
H 2.23389 -2.56151 3.22613 0.023 -0.024 -0.070
H 3.30331 -3.54781 2.23224 0.001 0.005 0.002
H 2.64292 -0.94526 1.85473 0.029 -0.037 0.024
H 3.85194 -0.91725 0.01236 0.002 0.000 -0.001
H 4.31607 -2.55652 0.48545 0.004 0.001 -0.012
H 3.56846 -2.61684 -1.80930 0.007 -0.005 0.004
H 2.34677 -3.41907 -0.83940 0.013 -0.006 0.008
H 2.11029 -0.92447 -2.23604 -0.021 0.034 0.020
H 0.97584 -2.04489 -1.91104 0.017 0.017 -0.045
O -1.19103 -2.32762 -1.13522 -0.017 -0.168 -0.212
S -2.58349 -1.87520 -1.04474 0.186 0.096 0.186
O -3.50656 -2.88418 -0.56688 -0.042 -0.058 -0.026
O -2.64609 -0.62601 -0.27240 -0.294 -0.089 -0.059
C -3.10103 -1.48283 -2.70777 -0.023 0.026 -0.034
C -4.21139 -2.15678 -3.20022 -0.005 -0.011 -0.011
C -4.67327 -1.89944 -4.48151 -0.015 -0.034 0.030
C -4.02490 -0.96596 -5.27335 0.054 0.039 0.009
C -2.91592 -0.29755 -4.77789 -0.077 0.002 -0.034
C -2.43516 -0.53945 -3.49414 0.044 0.000 0.019
P -0.93977 0.36597 -2.90096 0.021 0.020 0.202
C 0.29021 -0.15666 -4.14801 0.002 -0.029 0.009
C 0.22467 -1.41448 -4.74442 -0.001 -0.002 -0.020
C 1.27324 -1.88114 -5.52655 -0.002 -0.004 0.005
C 2.40216 -1.10051 -5.72150 0.013 0.001 0.000
C 2.47985 0.15400 -5.12929 0.002 -0.002 -0.016
C 1.43570 0.61941 -4.34578 -0.032 0.013 -0.007
C -1.36196 2.07979 -3.38314 0.010 0.011 0.027
C -1.15517 2.64800 -4.63824 0.005 -0.015 -0.003
C -1.54139 3.95630 -4.89018 0.001 -0.001 -0.003
C -2.14614 4.70786 -3.89226 -0.004 0.003 0.005
C -2.35265 4.15125 -2.63825 0.001 0.010 -0.006
C -1.95072 2.84925 -2.37891 0.004 -0.008 0.003
H -4.69819 -2.88280 -2.56528 -0.005 0.000 -0.003
H -5.53829 -2.42915 -4.85914 -0.002 -0.002 0.008
H -4.37829 -0.75729 -6.27496 0.004 0.003 -0.001
H -2.41309 0.42916 -5.40284 -0.002 0.003 -0.009
H -0.64745 -2.03919 -4.59164 0.026 0.002 -0.005
H 1.20529 -2.86096 -5.98193 0.001 0.000 0.000
H 3.21860 -1.46563 -6.33106 -0.001 0.000 0.002
H 3.35744 0.77117 -5.27569 -0.001 0.001 -0.001
H 1.51360 1.59435 -3.87860 -0.015 -0.003 -0.024
H -0.68257 2.07001 -5.42330 0.015 -0.002 -0.004
H -1.37243 4.38924 -5.86805 0.002 -0.004 0.000
H -2.45019 5.72756 -4.09128 -0.001 -0.001 0.000
H -2.82294 4.73781 -1.85852 -0.004 0.001 0.000
H -2.08437 2.42302 -1.38994 0.009 -0.001 0.002
C 2.71767 1.98541 -1.35485 0.005 0.015 0.009
C 2.87909 2.20591 0.12619 0.034 -0.023 -0.008
C 3.62948 3.26351 0.60823 -0.038 -0.012 -0.018
C 3.73496 3.39868 1.99251 0.008 0.004 0.010
C 3.09485 2.51503 2.82331 -0.004 -0.016 -0.022
C 2.32264 1.45037 2.27654 0.056 0.000 -0.010
N 2.27199 1.32013 0.91935 -0.107 0.063 0.036
N 1.60378 0.55993 2.99190 -0.015 0.041 0.061
Si 1.82109 0.24273 4.66443 -0.066 -0.051 -0.084
C 0.78395 -1.25549 5.14296 -0.005 0.005 0.005
C 1.24065 1.61638 5.82918 -0.016 0.034 -0.001
C 3.61814 -0.13097 5.07304 0.047 0.007 0.030
H 3.56783 1.43142 -1.76376 -0.009 -0.021 0.007
H 2.65056 2.93386 -1.88989 0.018 0.003 0.001
H 1.81483 1.40633 -1.55079 -0.009 0.015 0.024
H 4.10442 3.95914 -0.07009 0.001 0.000 0.003
H 4.31427 4.21104 2.41714 0.000 0.000 -0.006
H 3.15698 2.63196 3.89633 -0.007 0.002 0.011
H -0.07241 -1.34300 4.47178 -0.003 0.022 0.007
H 0.39381 -1.14010 6.15728 0.017 -0.016 0.014
H 1.35249 -2.18849 5.11808 -0.020 0.021 0.001
H 0.15869 1.75868 5.75269 -0.010 -0.015 -0.017
H 1.72252 2.58061 5.65445 -0.001 -0.003 -0.009
H 1.44583 1.32427 6.86291 0.018 0.010 0.000
H 3.97030 -0.99351 4.49999 -0.014 -0.001 -0.006
H 3.74210 -0.36332 6.13412 0.003 -0.001 -0.001
H 4.27303 0.70907 4.83348 0.017 -0.007 0.013
N -4.64963 -2.15487 1.97416 0.040 0.079 0.012
C -4.82168 -1.93802 3.27928 -0.006 -0.001 0.057
N -5.98493 -2.35119 3.84589 0.021 0.015 -0.005
N -3.94948 -1.34192 4.07065 -0.039 -0.019 -0.083
C -2.86001 -0.90165 3.47473 -0.049 0.035 -0.118
N -1.90412 -0.51517 2.94597 0.132 -0.012 0.000
H -5.36968 -2.54641 1.39451 0.017 -0.037 0.004
H -3.83659 -1.80804 1.48126 -0.017 0.017 -0.005
H -6.52509 -3.06865 3.39736 -0.010 0.004 -0.006
H -6.01183 -2.31471 4.84989 0.010 -0.011 0.006
N -0.55703 2.74046 3.14768 0.052 0.006 -0.029
C -1.03035 2.97684 1.91282 0.085 -0.088 -0.037
N -1.89591 4.03821 1.76240 0.044 0.017 0.027
O -0.73034 2.26711 0.95065 -0.188 -0.074 -0.147
H -0.81931 3.29042 3.94348 -0.029 -0.016 0.010
H 0.07954 1.94980 3.25251 -0.010 -0.007 0.023
H -1.84375 4.79528 2.42269 -0.004 -0.003 0.002
H -2.02716 4.31383 0.80398 -0.005 -0.001 -0.011